{"formula": "C7H17N3O", "method": "ωB97M-V/def2-TZVPD", "elements": ["N", "H", "H", "H", "C", "O", "N", "H", "C", "C", "H", "H", "H", "H", "H", "C", "H", "H", "H", "H", "C", "H", "H", "N", "H", "C", "H", "C"], "coordinates": [[0.481, -0.690, 1.698], [-0.092, 2.720, 1.698], [-1.302, 0.313, 1.778], [-2.161, 1.285, -2.276], [-0.280, -1.739, 0.944], [-1.242, 1.575, -2.734], [0.694, -0.932, -1.111], [-1.066, 0.868, 0.128], [-0.155, 0.944, -1.942], [-0.197, 1.401, -0.473], [0.133, -3.049, -0.507], [-1.043, -1.214, 0.239], [1.239, 0.367, 0.190], [-1.324, -0.846, -1.645], [1.575, -1.979, 0.361], [0.548, -2.059, -0.134], [-0.538, 0.372, 3.163], [-0.688, -2.642, 1.296], [1.439, -1.069, 2.279], [-0.537, 2.457, -0.135], [0.548, 1.685, 1.676], [-0.372, -1.163, -3.030], [1.552, 1.732, 2.047], [1.028, 1.426, 0.295], [1.672, -1.063, -1.585], [-0.362, -0.492, -1.985], [0.755, 1.323, -2.357], [-0.304, 0.469, 2.121]], "atomic_forces_ev_per_a": [[0.8, -2.9, 1.7], [1.9, -2.3, 0.2], [-0.4, 0.5, -1.0], [3.3, 1.0, -1.5], [-1.7, 4.4, -0.1], [-2.2, -1.0, 2.1], [3.1, -2.9, -0.1], [1.5, 0.2, -1.8], [-3.1, 3.0, -0.3], [-2.7, 2.2, 1.8], [1.3, 0.7, -0.4], [-0.1, -0.4, 2.5], [0.4, 2.2, 1.0], [-0.5, 0.5, 0.7], [-0.6, -1.7, -1.3], [3.9, -1.1, -2.9], [0.5, 0.7, 1.2], [-0.7, -0.8, 1.7], [-4.1, 1.5, -1.8], [-0.2, -0.9, -2.4], [-1.0, 1.2, -1.5], [0.4, 2.4, 1.9], [-0.1, 0.3, 2.1], [-1.0, -2.0, -1.2], [-2.8, 0.5, 0.8], [1.2, -4.3, -2.4], [0.6, -0.1, -0.6], [2.1, -0.9, 1.6]], "orbital_gap_ev": 9.09, "fmax_ha_per_bohr": 0.0987, "e_homo_ha": -0.303, "smiles": "OC1CNCCNCCNC1", "multiplicity": 1, "relative_energy_kcal_mol": 134.72}

{"formula": "C3H11N2O", "method": "ωB97M-V/def2-TZVPD", "elements": ["O", "H", "H", "H", "C", "C", "H", "H", "H", "H", "N", "N", "H", "H", "H", "C", "H"], "coordinates": [[-2.558, 0.308, 0.608], [-1.794, -1.514, 0.691], [0.182, -1.772, -0.939], [-2.352, -1.005, -0.846], [0.899, 1.514, -0.279], [0.093, -0.641, -0.930], [0.561, 1.704, -1.312], [1.978, 1.795, -0.388], [-0.345, -0.119, -1.735], [2.728, -0.114, 1.129], [0.862, 0.075, -0.159], [-1.816, -0.712, -0.021], [0.138, 2.037, 0.463], [1.134, -0.326, 1.839], [1.783, -1.552, 0.895], [1.671, -0.480, 0.921], [-3.164, 0.803, 0.062]], "atomic_forces_ev_per_a": [[0.9, 0.1, 1.8], [-0.4, 1.5, -1.3], [-0.1, 1.6, 0.1], [0.0, -0.4, 0.5], [-0.9, 1.2, -0.9], [0.9, -0.9, 1.6], [-0.3, 0.3, 0.5], [-1.0, 0.3, 1.2], [-0.4, 0.2, -0.9], [-1.5, 0.3, -1.1], [1.2, -1.0, -0.2], [-0.9, -1.4, 0.0], [2.2, -0.9, -1.3], [-0.3, 0.4, 0.6], [-0.2, -0.4, -0.7], [0.8, -0.5, 1.3], [-0.1, -0.2, -1.1]], "orbital_gap_ev": 10.27, "fmax_ha_per_bohr": 0.0525, "e_homo_ha": -0.505, "total_charge": 1, "multiplicity": 1, "relative_energy_kcal_mol": 106.20}